8
Properties=species:S:1:pos:R:3:forces:R:3:nbo_charge:R:1 method="wB97M-V/def2-TZVPD" relative_energy_kcal_mol=115.1 homo_energy_ev="-5.82 / -9.88" spin_multiplicity=3 lumo_ev="0.832 / -3.259" s2=2.014 orbital_gap_ev="6.66 / 6.62" energy_ev=-15476.693
C 0.32019 1.23238 -0.50251 -2.559 3.041 1.090 -0.212
C -0.34272 2.27740 -0.40077 5.095 -13.841 0.446 -0.173
C -2.03132 -0.09616 0.51117 1.135 -0.107 3.461 -0.127
N -1.12021 -0.87038 0.83402 -0.231 -1.457 -2.455 -0.582
S -3.09879 0.73272 -0.32956 -1.060 0.374 -1.496 0.331
H 0.49381 0.24457 -0.16764 0.638 -0.439 -0.547 0.226
H -0.48550 3.14481 -0.52309 -2.590 11.750 -1.415 0.155
H -0.46408 -0.92703 1.59459 -0.429 0.678 0.916 0.381